(1)
{"formula": "C28H61Cl2N7O12", "method": "the ωB97M-V functional and the def2-TZVPD basis", "e_lumo_ev": 3.167, "homo_lumo_gap_ev": 1.901, "charge": -2, "e_homo_ha": 0.04652, "species": ["O", "C", "C", "O", "H", "H", "H", "H", "C", "C", "O", "C", "O", "O", "H", "H", "H", "H", "C", "C", "O", "N", "C", "H", "H", "H", "H", "H", "H", "H", "C", "C", "O", "N", "C", "H", "H", "H", "H", "H", "H", "H", "C", "C", "O", "N", "C", "H", "H", "H", "H", "H", "H", "H", "C", "C", "O", "N", "C", "H", "H", "H", "H", "H", "H", "H", "C", "C", "O", "N", "C", "H", "H", "H", "H", "H", "H", "H", "C", "C", "O", "N", "C", "H", "H", "H", "H", "H", "H", "H", "C", "C", "O", "N", "C", "H", "H", "H", "H", "H", "H", "H", "Cl", "C", "C", "Cl", "H", "H", "H", "H"], "coordinates": [[-15.4859, 6.5074, -12.6704], [-16.3892, 6.0553, -11.6681], [-16.8461, 6.9334, -10.3556], [-17.4672, 8.2041, -10.5287], [-16.0436, 5.0793, -11.3273], [-17.2776, 5.6422, -12.1458], [-16.0003, 7.1196, -9.6937], [-17.5040, 6.3053, -9.7550], [-14.7863, -1.7173, -11.0596], [-15.3225, -0.3722, -11.0616], [-16.3557, -0.4998, -11.9512], [-16.5770, -1.7620, -12.3130], [-17.2694, -2.0674, -13.2174], [-15.7832, -2.5528, -11.5684], [-14.6070, -2.1544, -10.0773], [-13.8439, -1.7273, -11.6072], [-14.6517, 0.4436, -11.3313], [-15.6496, -0.2313, -10.0315], [-16.5396, 2.4520, -16.9216], [-15.5519, 3.1722, -17.8220], [-15.3071, 2.6988, -18.9530], [-15.0774, 4.3232, -17.4192], [-14.1599, 5.1721, -18.1751], [-15.9911, 1.7339, -16.3119], [-17.3855, 2.0190, -17.4555], [-17.0539, 3.1888, -16.3046], [-15.2833, 4.5783, -16.4639], [-14.5809, 5.3338, -19.1674], [-13.2020, 4.6762, -18.3318], [-13.9406, 6.0671, -17.5928], [-12.6632, 9.8912, -7.7867], [-11.9503, 10.2984, -9.0648], [-12.4774, 10.8059, -10.0567], [-10.5735, 10.0597, -9.0174], [-9.6445, 10.2768, -10.1307], [-12.4901, 10.5840, -6.9631], [-12.3636, 8.8905, -7.4754], [-13.7480, 9.9689, -7.8594], [-10.1052, 9.8169, -8.1561], [-8.5864, 10.4337, -9.9209], [-9.8147, 11.2357, -10.6201], [-9.8577, 9.4513, -10.8098], [-11.3050, 2.2867, -13.7611], [-10.7224, 3.1622, -12.6953], [-9.4728, 3.2430, -12.5957], [-11.5542, 3.8749, -11.9711], [-11.2834, 4.7244, -10.7962], [-10.9999, 1.2640, -13.5400], [-10.9295, 2.5478, -14.7505], [-12.3941, 2.2743, -13.7195], [-12.4256, 4.0541, -12.4493], [-10.2193, 4.9560, -10.7497], [-11.5362, 4.1964, -9.8767], [-11.9375, 5.5962, -10.8060], [-9.5941, 11.1402, -16.6784], [-10.1417, 10.0279, -15.8017], [-11.1091, 10.2268, -15.1181], [-9.4877, 8.8933, -15.9123], [-9.8502, 7.5849, -15.3644], [-9.4120, 12.0826, -16.1619], [-10.3251, 11.3489, -17.4596], [-8.6179, 10.9606, -17.1289], [-8.5234, 9.0086, -16.1895], [-9.4725, 7.4068, -14.3576], [-9.6781, 6.6592, -15.9135], [-10.9298, 7.5844, -15.2142], [-20.5566, 6.8106, -16.2570], [-20.3103, 8.2401, -16.3652], [-19.2470, 8.8010, -16.0201], [-21.3345, 8.9660, -16.8327], [-21.3450, 10.3958, -16.9938], [-21.5041, 6.4233, -16.6317], [-20.4987, 6.6659, -15.1782], [-19.7675, 6.3133, -16.8210], [-22.2076, 8.4585, -16.8469], [-20.3859, 10.8972, -17.1232], [-21.9615, 10.9319, -16.2723], [-21.8024, 10.4760, -17.9800], [-14.2483, -0.3734, -5.0149], [-14.4662, 0.8629, -5.7966], [-13.6467, 1.2355, -6.6113], [-15.5910, 1.4958, -5.5108], [-16.0029, 2.6547, -6.2924], [-14.2931, -1.1729, -5.7544], [-15.0912, -0.5402, -4.3442], [-13.2680, -0.3286, -4.5404], [-16.2422, 1.1926, -4.8009], [-16.4554, 2.2949, -7.2164], [-15.1823, 3.3554, -6.4468], [-16.8667, 3.1475, -5.8462], [-22.3369, 8.3396, -11.3046], [-23.0044, 8.6672, -10.0681], [-24.0878, 8.2348, -9.8854], [-22.2517, 9.3116, -9.1686], [-22.6334, 9.6948, -7.7942], [-21.8047, 9.2322, -11.6334], [-23.0577, 8.1199, -12.0922], [-21.6606, 7.5068, -11.1118], [-21.2699, 9.4081, -9.3851], [-22.5106, 8.7697, -7.2309], [-23.6810, 9.9923, -7.7497], [-21.9355, 10.4769, -7.4953], [-21.7163, 2.3629, -11.8391], [-21.0708, 2.4855, -10.2874], [-21.0323, 1.0831, -9.6482], [-22.5930, 0.1521, -9.5768], [-21.7527, 3.1660, -9.7773], [-20.0597, 2.8810, -10.3835], [-20.7224, 1.2729, -8.6205], [-20.2523, 0.5322, -10.1737]], "forces_ev_per_a": [[-0.9, -0.4, 1.7], [1.1, 1.0, -1.2], [-0.5, 2.5, -1.6], [0.4, -1.9, 0.0], [0.8, -0.8, 1.4], [-1.4, 0.6, -0.4], [1.2, -0.3, 0.1], [-0.6, -1.1, 0.1], [2.9, -2.2, 1.4], [0.0, 1.3, 2.2], [-2.0, 1.6, -1.4], [0.7, 0.5, -0.4], [-0.9, -0.8, -0.2], [-0.5, -0.8, -1.0], [0.4, 0.5, 0.2], [-0.1, -0.7, -0.5], [0.0, -0.2, -0.1], [-0.6, 0.9, -0.1], [-0.2, 1.0, 0.4], [-1.1, -2.2, -2.8], [0.2, 0.5, 1.0], [0.8, 1.6, 1.4], [0.0, -0.8, 0.1], [-0.3, -0.1, 0.0], [0.6, -0.4, -0.4], [0.4, 0.0, 0.6], [0.0, 0.3, 0.0], [0.0, 0.4, 0.1], [0.0, -0.2, 0.0], [-0.4, 0.1, -0.3], [-0.5, 0.3, 0.2], [0.3, 0.9, -1.3], [0.9, -0.9, 1.7], [0.8, 0.5, 0.5], [-1.2, 0.5, -0.6], [0.7, 0.1, 0.0], [-0.1, 0.0, 0.0], [0.1, -0.4, -0.7], [-0.7, -0.1, 0.0], [0.0, -1.0, 0.9], [-0.8, -0.1, -0.3], [0.7, 0.3, -0.5], [-0.6, -0.5, 0.1], [3.7, 0.5, -0.7], [-1.4, -0.5, 0.3], [-1.8, 1.1, 0.8], [0.2, -0.6, -0.3], [0.2, 0.0, -0.1], [-0.1, 0.1, 0.1], [-0.1, 0.2, -0.3], [-0.4, 0.0, 0.5], [-0.1, 0.2, -0.2], [0.0, -0.3, 0.0], [0.2, 0.1, -0.4], [0.7, 0.7, -0.3], [-0.6, 2.2, 0.1], [-1.0, -0.2, 0.4], [2.3, -3.3, -0.7], [-1.4, 0.3, 1.3], [-0.5, -0.1, 0.5], [0.0, -0.1, 0.0], [-0.1, -0.5, -0.3], [-0.2, -0.2, -0.3], [0.3, 0.2, 0.0], [0.6, 0.6, -0.8], [-0.1, 0.2, 0.0], [0.2, -1.2, 0.3], [2.7, 3.0, 0.8], [-1.8, -1.5, -0.9], [-0.7, -0.2, 0.3], [-0.7, 0.2, -1.3], [-0.2, 0.4, 0.0], [0.3, -0.8, -0.1], [0.1, -0.3, 0.5], [0.0, 0.5, -0.3], [0.2, -0.7, 0.6], [0.1, -0.1, 0.2], [-0.4, 0.8, -0.1], [-0.3, -0.8, 0.0], [0.9, -0.3, 0.3], [0.1, 0.3, -0.6], [-1.7, 1.6, 0.1], [-0.8, -0.2, -0.3], [0.4, -0.2, 0.1], [0.4, -0.1, 0.4], [-0.2, -0.2, 0.1], [0.5, -0.2, -0.2], [0.6, 0.2, -0.5], [-0.2, -0.2, -0.2], [0.3, 0.1, 0.6], [1.2, 0.6, -1.9], [1.9, -0.1, 0.2], [-4.4, -0.7, 1.6], [0.6, 1.5, 0.9], [0.3, -1.3, -1.3], [0.6, -0.3, -0.2], [0.0, -0.3, 0.3], [0.2, 0.1, -0.4], [0.0, 0.1, -0.1], [0.0, 0.3, 0.8], [0.2, 0.2, -0.1], [-0.3, -0.1, 0.3], [-0.9, -0.1, -3.0], [-0.4, -0.7, 1.5], [0.5, 1.1, 0.5], [0.8, 0.6, -0.2], [0.5, 0.0, 0.5], [0.0, 0.0, 0.4], [0.0, -0.5, 0.1], [-0.4, -0.4, 0.1]]}

(2)
{"formula": "C2H4N3P", "method": "the ωB97M-V functional and the def2-TZVPD basis", "e_lumo_ev": 0.906, "homo_lumo_gap_ev": 10.308, "smiles": "Pc1ncn[nH]1", "e_homo_ha": -0.34551, "species": ["P", "C", "N", "C", "N", "N", "H", "H", "H", "H"], "coordinates": [[2.0251, -0.0267, -0.3141], [0.2527, 0.0051, 0.0350], [-0.4075, 1.1379, -0.1326], [-1.6728, 0.6773, -0.2947], [-1.7798, -0.6002, -0.1197], [-0.5935, -1.0224, 0.1405], [2.5024, -0.6908, 0.7819], [2.6124, 1.1104, 0.2904], [-2.5287, 1.3460, -0.4249], [-0.4102, -1.9368, 0.0383]], "forces_ev_per_a": [[0.9, -0.1, -0.7], [1.6, 1.7, 0.8], [0.1, -0.5, -0.7], [-0.7, 1.4, 0.8], [-4.1, -0.3, -0.4], [1.6, 2.9, -0.2], [0.1, -1.1, 0.8], [-0.8, 0.4, -0.2], [0.4, -0.5, -0.1], [0.9, -3.8, -0.1]]}

(3)
{"formula": "C7H15N2O2S", "method": "the ωB97M-V functional and the def2-TZVPD basis", "e_lumo_ev": -4.874, "homo_lumo_gap_ev": 8.991, "charge": 1, "e_homo_ha": -0.50951, "species": ["C", "C", "C", "C", "C", "C", "C", "N", "N", "O", "O", "S", "H", "H", "H", "H", "H", "H", "H", "H", "H", "H", "H", "H", "H", "H", "H"], "coordinates": [[-0.5001, 1.3487, -0.3800], [2.9235, -0.0445, -1.1745], [2.5811, 0.4021, 1.2757], [1.8214, -1.7625, 0.2573], [-2.4555, 1.8698, 0.9220], [-3.3751, -0.7380, -1.2051], [2.4164, -0.4739, 0.1230], [0.5490, 1.6014, -0.7678], [-1.6805, 0.9955, 0.0598], [-0.8702, -1.2911, -0.5196], [-2.5065, -1.0471, 1.2973], [-2.0600, -0.6625, 0.0036], [4.0014, -0.2354, -1.2019], [2.4787, -0.6056, -1.9936], [2.7930, 1.0244, -1.3286], [1.9939, 0.0885, 2.1344], [2.3792, 1.4424, 1.0212], [3.6372, 0.3688, 1.5685], [2.1491, -2.4912, -0.4822], [1.8070, -2.1629, 1.2675], [0.7422, -1.5831, -0.0159], [-3.1633, 1.2400, 1.4584], [-1.8132, 2.3718, 1.6480], [-2.9872, 2.6206, 0.3333], [-4.2242, -0.1846, -0.8254], [-2.9983, -0.3126, -2.1271], [-3.6391, -1.7793, -1.3482]], "forces_ev_per_a": [[0.4, 0.0, -0.3], [-0.1, 0.3, -0.5], [-0.3, 0.3, 0.3], [0.0, -0.4, 0.1], [-0.5, 0.6, 0.4], [0.5, 0.1, 0.4], [0.4, 0.0, -0.1], [0.6, 0.4, -0.2], [-0.9, -0.9, 0.2], [-0.8, 0.4, -0.4], [-0.4, 0.2, 0.0], [0.3, -0.4, -0.3], [0.1, -0.2, 0.2], [0.0, 0.0, 0.0], [0.0, -0.1, 0.0], [0.0, -0.1, 0.0], [0.0, 0.0, -0.1], [0.1, -0.1, -0.1], [0.1, 0.1, -0.1], [0.0, 0.1, 0.1], [0.4, 0.1, 0.1], [0.0, 0.2, 0.1], [0.0, -0.1, -0.1], [0.0, -0.1, 0.1], [-0.1, 0.1, 0.1], [0.1, 0.1, -0.1], [0.0, -0.2, 0.1]]}

(4)
{"formula": "C5H14", "method": "the ωB97M-V functional and the def2-TZVPD basis", "e_lumo_ev": 1.124, "homo_lumo_gap_ev": 11.772, "smiles": "CCC.CC", "e_homo_ha": -0.39129, "species": ["C", "C", "C", "H", "H", "H", "H", "H", "H", "H", "H", "C", "C", "H", "H", "H", "H", "H", "H"], "coordinates": [[0.8730, -1.8215, 0.0447], [-0.2430, -1.4178, -0.8764], [0.2060, -1.2531, -2.3554], [1.6583, -1.0759, 0.2104], [1.4432, -2.6947, -0.2706], [0.3866, -2.0230, 1.0041], [-1.2634, -1.9204, -0.9261], [-0.7605, -0.4943, -0.5851], [-0.5113, -1.7024, -3.0425], [0.3990, -0.2018, -2.5328], [1.1439, -1.7910, -2.5729], [-0.8382, 2.2773, 0.9030], [-0.0058, 1.7622, 2.0733], [-0.3814, 3.1846, 0.5573], [-0.9965, 1.6121, 0.0583], [-1.9038, 2.4314, 1.1952], [0.9409, 1.2354, 1.8202], [-0.6045, 1.2249, 2.8010], [0.4573, 2.6680, 2.4943]], "forces_ev_per_a": [[-0.5, -0.4, 1.1], [-1.9, 0.7, -2.0], [0.4, -0.5, 0.5], [-0.5, 0.4, -0.2], [-0.4, -0.3, -0.2], [0.6, -0.2, 0.2], [1.8, -1.1, 0.6], [1.1, 0.5, 0.3], [-0.1, 0.5, -0.1], [-0.1, 0.1, -0.5], [-0.2, 0.2, 0.3], [-1.2, -0.7, 0.1], [1.2, 0.7, -0.3], [-0.2, 0.5, -0.4], [0.6, -0.3, -0.1], [0.9, 0.5, 0.2], [-1.0, -0.3, -0.2], [0.3, -0.1, 0.2], [-0.6, -0.2, 0.7]]}

(5)
{"formula": "C39H31N3O4PPtS", "method": "the ωB97M-V functional and the def2-TZVPD basis", "e_lumo_ev": 2.424, "homo_lumo_gap_ev": 7.273, "charge": -1, "e_homo_ha": -0.17821, "species": ["Pt", "O", "C", "O", "C", "C", "C", "C", "C", "C", "P", "C", "C", "C", "C", "C", "C", "C", "C", "C", "C", "C", "C", "H", "H", "H", "H", "H", "H", "H", "H", "H", "H", "H", "H", "H", "H", "C", "C", "C", "C", "C", "C", "C", "S", "O", "O", "N", "C", "C", "C", "C", "C", "N", "H", "H", "H", "H", "H", "H", "H", "H", "H", "H", "H", "C", "C", "C", "C", "C", "C", "C", "C", "N", "H", "H", "H", "H", "H", "H"], "coordinates": [[0.2836, -0.1748, 0.3986], [-1.6798, -3.1048, -4.0711], [-0.6648, -1.2805, -3.5252], [-0.7069, -0.3857, -2.5198], [0.4818, -0.8945, -4.4029], [0.6637, -1.1862, -5.7436], [1.8737, -0.8708, -6.3463], [2.8906, -0.3062, -5.5926], [2.6966, -0.0257, -4.2433], [1.4763, -0.2869, -3.6303], [0.9284, 0.2555, -1.8733], [2.7130, 0.7787, -1.4169], [3.4852, -0.1376, -0.7088], [4.8123, 0.1187, -0.3896], [5.4022, 1.3154, -0.7712], [4.6528, 2.2449, -1.4823], [3.3283, 1.9729, -1.8012], [0.2914, 1.9701, -2.1840], [-0.3892, 2.2831, -3.3589], [-0.8766, 3.5618, -3.5852], [-0.7143, 4.5538, -2.6291], [-0.0495, 4.2541, -1.4498], [0.4520, 2.9778, -1.2385], [-0.1290, -1.6561, -6.3123], [2.0248, -1.0805, -7.3982], [3.8449, -0.0767, -6.0509], [3.5168, 0.4026, -3.6886], [3.0242, -1.0648, -0.3794], [5.3828, -0.6126, 0.1707], [6.4338, 1.5237, -0.5150], [5.0992, 3.1835, -1.7903], [2.7657, 2.7091, -2.3640], [-0.5427, 1.5188, -4.1066], [-1.3960, 3.7776, -4.5110], [-1.1063, 5.5489, -2.8006], [0.0802, 5.0110, -0.6854], [0.9628, 2.7663, -0.3121], [-6.1338, 2.9094, 3.5969], [-4.8637, 2.1044, 3.6097], [-4.7016, 1.0144, 2.7589], [-3.5441, 0.2553, 2.7825], [-2.5220, 0.5866, 3.6604], [-2.6694, 1.6608, 4.5229], [-3.8338, 2.4128, 4.4916], [-1.0080, -0.3485, 3.6367], [-0.3578, -0.0921, 4.8993], [-1.3664, -1.6940, 3.2942], [-0.1736, 0.2906, 2.4180], [0.7979, 1.2505, 2.6131], [0.9755, 2.1233, 3.6953], [2.0261, 3.0112, 3.6453], [2.8784, 3.0359, 2.5428], [2.6133, 2.1715, 1.5012], [1.5933, 1.3139, 1.5240], [-6.6131, 2.8743, 2.6188], [-5.9420, 3.9538, 3.8438], [-6.8479, 2.5235, 4.3282], [-5.4925, 0.7574, 2.0638], [-3.4278, -0.5950, 2.1249], [-1.8816, 1.8941, 5.2264], [-3.9438, 3.2548, 5.1657], [0.3231, 2.0762, 4.5506], [2.1845, 3.6909, 4.4741], [3.7186, 3.7128, 2.4867], [3.2274, 2.1558, 0.6124], [-1.0531, -1.7307, 0.2671], [-1.4643, -2.2251, -1.0601], [-2.7508, -1.7202, -1.6071], [-3.0789, -1.5082, -2.8803], [-2.0840, -1.7286, -3.9995], [-0.5267, -2.8514, -3.2215], [-0.6304, -3.0182, -1.7588], [-2.5912, -1.2326, -5.2858], [-2.9821, -0.8246, -6.2861], [-0.4937, -2.5073, 0.7996], [-1.9113, -1.4373, 0.8680], [-3.5004, -1.4909, -0.8548], [-4.0584, -1.1228, -3.1338], [0.3502, -3.3379, -3.6478], [0.2677, -3.3720, -1.2622]], "forces_ev_per_a": [[0.4, -0.1, -0.5], [0.0, 0.0, 0.0], [0.2, 0.0, -0.2], [0.1, 0.0, 0.2], [-0.1, 0.0, 0.1], [0.0, 0.0, 0.0], [0.0, 0.0, 0.0], [0.0, 0.0, 0.0], [0.0, 0.0, 0.0], [0.2, 0.0, 0.2], [-0.6, 0.1, -0.1], [0.0, 0.2, -0.1], [0.0, -0.1, 0.0], [0.0, 0.0, 0.0], [0.0, 0.0, 0.0], [0.1, 0.0, 0.0], [0.0, 0.0, -0.1], [0.0, 0.0, -0.1], [0.1, 0.0, 0.0], [0.0, 0.0, 0.0], [0.0, 0.0, 0.0], [0.0, 0.0, 0.0], [-0.1, 0.0, 0.1], [0.0, 0.0, 0.0], [0.0, 0.0, 0.0], [0.0, 0.0, 0.0], [0.0, 0.0, 0.1], [0.0, 0.0, 0.0], [0.0, 0.0, 0.0], [0.0, 0.0, 0.0], [0.0, 0.0, 0.0], [0.0, 0.0, 0.0], [0.0, 0.0, 0.0], [0.0, 0.0, 0.0], [0.0, 0.0, 0.0], [0.0, 0.0, 0.0], [0.0, 0.0, 0.0], [0.0, 0.0, 0.0], [0.0, 0.0, 0.0], [0.0, 0.0, 0.0], [0.0, 0.0, 0.0], [0.0, 0.0, 0.0], [0.0, 0.0, 0.0], [0.0, 0.0, 0.0], [-0.2, 0.1, 0.0], [0.0, -0.1, 0.0], [0.0, 0.0, 0.0], [0.4, -0.2, 0.3], [-0.2, 0.0, -0.1], [0.1, 0.0, 0.0], [0.0, 0.0, 0.0], [0.0, 0.0, 0.1], [0.0, 0.0, 0.0], [-0.3, 0.0, 0.1], [0.0, 0.0, 0.0], [0.0, 0.0, 0.0], [0.0, 0.0, 0.0], [0.0, 0.0, 0.0], [0.0, 0.0, 0.0], [0.0, 0.0, 0.0], [0.0, 0.0, 0.0], [0.0, 0.0, 0.0], [0.0, 0.0, 0.0], [0.0, 0.0, 0.0], [0.0, 0.1, 0.0], [0.0, 0.0, 0.1], [0.2, -0.1, -0.1], [0.0, 0.0, -0.1], [0.0, 0.1, 0.1], [-0.1, 0.1, -0.1], [0.0, -0.1, 0.1], [-0.2, 0.1, 0.0], [0.0, 0.0, 0.0], [0.0, 0.0, 0.0], [-0.1, 0.0, 0.1], [0.0, -0.1, 0.1], [0.0, 0.0, 0.0], [0.0, 0.0, 0.0], [0.0, 0.0, 0.0], [0.0, 0.0, 0.0]]}

Copy entry 2 word for word.
{"formula": "C2H4N3P", "method": "the ωB97M-V functional and the def2-TZVPD basis", "e_lumo_ev": 0.906, "homo_lumo_gap_ev": 10.308, "smiles": "Pc1ncn[nH]1", "e_homo_ha": -0.34551, "species": ["P", "C", "N", "C", "N", "N", "H", "H", "H", "H"], "coordinates": [[2.0251, -0.0267, -0.3141], [0.2527, 0.0051, 0.0350], [-0.4075, 1.1379, -0.1326], [-1.6728, 0.6773, -0.2947], [-1.7798, -0.6002, -0.1197], [-0.5935, -1.0224, 0.1405], [2.5024, -0.6908, 0.7819], [2.6124, 1.1104, 0.2904], [-2.5287, 1.3460, -0.4249], [-0.4102, -1.9368, 0.0383]], "forces_ev_per_a": [[0.9, -0.1, -0.7], [1.6, 1.7, 0.8], [0.1, -0.5, -0.7], [-0.7, 1.4, 0.8], [-4.1, -0.3, -0.4], [1.6, 2.9, -0.2], [0.1, -1.1, 0.8], [-0.8, 0.4, -0.2], [0.4, -0.5, -0.1], [0.9, -3.8, -0.1]]}

- Number 2 is which compound?
  C2H4N3P